A:
This record from the OMol25 dataset describes a 2-piece molecular cluster, C4H12N2O overall. The level of theory is the ωB97M-V functional and the def2-TZVPD basis.

Each line ends with the Mulliken spin population.
CARTESIAN COORDINATES (ANGSTROEM)
C  -2.026  -1.237  -1.430  0.22
C  -0.665  -0.524  -1.300  0.23
C  -0.747  0.880  -0.681  0.02
N  0.805  0.903  1.617  0.30
C  1.237  1.583  0.415  0.21
N  0.508  1.671  -0.667  -0.07
H  -2.416  -1.401  -0.372  -0.11
H  -2.747  -0.611  -2.030  -0.02
H  -2.068  -2.235  -1.827  -0.15
H  -0.014  -1.224  -0.628  -0.08
H  -0.242  -0.513  -2.389  0.05
H  -1.180  0.812  0.395  0.07
H  -1.421  1.453  -1.080  -0.03
H  1.479  0.756  2.350  -0.15
H  0.049  0.225  1.608  -0.09
H  2.212  2.137  0.464  0.02
H  1.139  -2.626  2.213  -0.34
H  0.964  -2.622  0.683  -0.01
O  1.032  -2.047  1.493  0.95

The calculation puts the LUMO energy (alpha / beta) at 4.01 / 3.83 eV. As for the charge: -1. Its spin multiplicity is 2. For the HOMO-LUMO gap (alpha / beta), the calculation gives 3.1843 / 9.4695 eV. The HOMO energy (alpha / beta) comes out at 0.8276 / -5.6420 eV.

=====

B:
This record from the OMol25 dataset describes a 2-piece molecular cluster, C4H12N2O overall. The level of theory is the ωB97M-V functional and the def2-TZVPD basis.

Each line ends with the Mulliken spin population.
CARTESIAN COORDINATES (ANGSTROEM)
C  0.676  -1.379  1.789  0.04
C  -0.077  -0.108  2.378  0.08
C  0.020  1.180  1.735  -0.51
C  0.817  1.431  0.635  2.36
N  1.298  2.726  0.284  -0.15
N  0.132  -2.090  0.671  0.09
H  1.619  -0.812  1.618  0.08
H  0.849  -2.250  2.433  -0.03
H  0.264  0.077  3.417  -0.02
H  -1.011  -0.601  2.669  -0.01
H  -0.802  1.942  1.807  -0.02
H  0.900  0.578  -0.060  -0.12
H  1.892  2.830  -0.640  -0.53
H  2.048  3.057  0.942  -0.16
H  0.620  -2.781  0.035  -0.14
H  -0.340  -1.548  -0.005  -0.03
H  -3.748  -0.710  -6.272  -0.04
H  -2.356  -1.054  -7.059  -0.04
O  -2.801  -0.487  -6.376  0.15

The calculation puts the LUMO energy (alpha / beta) at 2.87 / 2.77 eV. As for the charge: -1. Its spin multiplicity is 2. For the HOMO-LUMO gap (alpha / beta), the calculation gives 1.7097 / 6.2664 eV. The HOMO energy (alpha / beta) comes out at 1.1622 / -3.4953 eV.

=====

C:
This record from the OMol25 dataset describes a 2-piece molecular cluster, C4H12N2O overall. The level of theory is the ωB97M-V functional and the def2-TZVPD basis.

Each line ends with the Mulliken spin population.
CARTESIAN COORDINATES (ANGSTROEM)
C  1.478  1.485  -2.157  0.33
C  0.366  1.181  -1.121  0.70
C  0.752  -0.419  -0.943  0.03
N  -0.245  -1.152  -0.120  -0.36
C  -1.505  -0.580  0.091  1.64
N  -1.889  -0.883  1.275  -0.36
H  2.559  1.232  -1.808  -0.08
H  1.386  1.061  -3.100  0.01
H  1.404  2.632  -2.247  -0.34
H  -0.523  1.179  -1.606  -0.08
H  0.423  1.718  -0.178  -0.15
H  0.837  -0.911  -1.958  -0.23
H  1.708  -0.587  -0.414  0.15
H  0.123  -1.536  0.720  0.00
H  -1.952  0.138  -0.761  -0.10
H  -2.866  -0.907  1.600  -0.19
H  0.461  -0.306  3.531  -0.08
H  -0.160  0.062  2.088  0.01
O  0.623  0.060  2.603  0.09

The calculation puts the LUMO energy (alpha / beta) at 4.00 / 3.93 eV. As for the charge: -1. Its spin multiplicity is 2. For the HOMO-LUMO gap (alpha / beta), the calculation gives 2.6419 / 8.9877 eV. The HOMO energy (alpha / beta) comes out at 1.3549 / -5.0596 eV.

=====

Which one is most stable, and which one is least stable? A is the most stable of them, while B is the least stable.

=====

A:
This record from the OMol25 dataset describes the molecule C5H7FO2. The level of theory is the ωB97M-V functional and the def2-TZVPD basis.

Each line ends with the natural charge from an NBO analysis.
CARTESIAN COORDINATES (ANGSTROEM)
C  -2.469  -0.576  0.701  -0.35
C  -1.442  -0.573  -0.095  -0.23
C  -0.632  0.660  -0.464  0.08
F  -1.327  2.064  -0.551  -0.38
C  0.751  0.803  0.173  0.53
O  1.153  1.736  0.948  -0.51
C  1.717  -0.405  -0.222  -0.18
O  3.059  -0.036  -0.087  -0.69
H  -2.841  -1.482  0.868  0.20
H  -2.748  0.334  1.230  0.23
H  -0.959  -1.428  -0.784  0.22
H  -0.352  0.388  -1.571  0.20
H  1.632  -0.532  -1.284  0.19
H  1.549  -1.501  0.195  0.20
H  2.907  0.548  0.944  0.48

The calculation puts the LUMO energy at 0.10 eV. As for the SMILES: C=C[C@@H](F)C(=O)CO. As for the charge: 0. For the HOMO-LUMO gap, the calculation gives 10.5298 eV. The HOMO energy comes out at -10.4348 eV.

=====

B:
This record from the OMol25 dataset describes the molecule C5H7FO2. The level of theory is the ωB97M-V functional and the def2-TZVPD basis.

Each line ends with the natural charge from an NBO analysis.
CARTESIAN COORDINATES (ANGSTROEM)
C  -1.316  -1.102  -0.682  -0.37
C  -0.030  -1.021  -0.394  -0.23
C  0.492  -0.051  0.696  0.10
C  0.429  1.434  0.270  -0.61
O  1.894  -0.390  1.030  -0.69
C  -0.211  -0.362  1.993  0.85
O  0.160  -0.812  3.027  -0.48
F  -1.572  -0.058  1.885  -0.38
H  -1.681  -1.711  -1.502  0.21
H  -2.107  -0.489  -0.216  0.21
H  0.679  -1.790  -0.896  0.24
H  0.810  2.009  1.031  0.23
H  1.127  1.283  -0.536  0.21
H  -0.563  1.463  -0.128  0.24
H  2.339  0.391  0.751  0.46

The calculation puts the LUMO energy at 0.78 eV. As for the SMILES: C=C[C@](C)(O)C(=O)F. As for the charge: 0. For the HOMO-LUMO gap, the calculation gives 11.2532 eV. The HOMO energy comes out at -10.4703 eV.

=====

Which one is most stable, and which one is least stable? B is the most stable of them, while A is the least stable.

=====

A:
This record from the OMol25 dataset describes an isolated ion of composition C2H7N4 and charge +1. The level of theory is the ωB97M-V functional and the def2-TZVPD basis.

Each line ends with the Mulliken spin population.
CARTESIAN COORDINATES (ANGSTROEM)
C  -1.514  -0.638  -0.056  -0.01
C  1.966  0.431  0.020  -0.01
N  -0.353  1.298  0.072  0.59
N  -1.511  0.785  0.122  0.40
N  -0.047  -0.870  -0.159  0.37
N  0.520  0.298  -0.079  0.48
H  -1.991  -1.286  0.773  0.06
H  -1.954  -1.173  -0.991  0.06
H  2.285  -0.292  0.770  0.02
H  2.063  1.462  0.074  0.01
H  2.452  0.093  -0.938  0.03
H  -2.269  1.533  -0.032  -0.01
H  0.350  -1.639  0.424  0.03

The calculation puts the LUMO energy (alpha / beta) at -3.22 / -6.70 eV. As for the charge: +1. Its spin multiplicity is 3. For the HOMO-LUMO gap (alpha / beta), the calculation gives 8.3831 / 9.6805 eV. The HOMO energy (alpha / beta) comes out at -11.6018 / -16.3836 eV.

=====

B:
This record from the OMol25 dataset describes an isolated ion of composition C2H7N4 and charge +1. The level of theory is the ωB97M-V functional and the def2-TZVPD basis.

Each line ends with the Mulliken spin population.
CARTESIAN COORDINATES (ANGSTROEM)
C  -0.674  -1.181  0.294  0.15
C  0.230  0.949  -0.401  0.83
N  0.048  -2.145  -0.568  0.22
N  0.686  -1.573  -1.446  0.56
N  0.657  -0.393  -1.859  0.22
N  0.068  0.019  0.670  -0.02
H  -1.707  -0.822  -0.168  0.01
H  -1.055  -1.637  1.197  -0.01
H  1.242  1.402  -0.273  -0.01
H  -0.595  1.388  -0.753  0.00
H  1.295  0.036  -2.479  0.00
H  -0.395  0.450  1.557  0.05
H  1.031  -0.390  0.910  0.00

The calculation puts the LUMO energy (alpha / beta) at -3.92 / -7.14 eV. As for the charge: +1. Its spin multiplicity is 3. For the HOMO-LUMO gap (alpha / beta), the calculation gives 7.4879 / 7.5955 eV. The HOMO energy (alpha / beta) comes out at -11.4091 / -14.7327 eV.

=====

Which one is most stable, and which one is least stable? A is the most stable of them, while B is the least stable.

=====

A:
This record from the OMol25 dataset describes a 2-piece molecular cluster, CH4IN3O2 overall. The level of theory is the ωB97M-V functional and the def2-TZVPD basis.

Each line ends with the natural charge from an NBO analysis.
CARTESIAN COORDINATES (ANGSTROEM)
C  -0.658  0.453  -1.860  1.05
N  0.874  1.523  1.233  -0.49
N  -0.576  -2.174  0.431  -0.98
N  0.187  0.674  0.514  -0.42
O  -1.535  -0.209  -1.537  -0.55
O  0.147  1.139  -2.325  -0.53
I  1.189  -1.428  -0.280  0.47
H  1.039  1.284  2.222  0.33
H  1.563  2.189  0.917  0.34
H  -0.831  -1.292  0.939  0.38
H  -1.398  -2.159  -0.253  0.39

The calculation puts the LUMO energy at -0.28 eV. As for the charge: 0. For the HOMO-LUMO gap, the calculation gives 8.2479 eV. The HOMO energy comes out at -8.5233 eV.

=====

B:
This record from the OMol25 dataset describes a 2-piece molecular cluster, CH4IN3O2 overall. The level of theory is the ωB97M-V functional and the def2-TZVPD basis.

Each line ends with the natural charge from an NBO analysis.
CARTESIAN COORDINATES (ANGSTROEM)
C  -0.372  0.362  -0.317  0.77
N  -2.347  1.230  -0.445  -0.51
N  1.694  -0.185  0.426  -0.53
N  -1.087  1.421  -0.725  -0.28
O  -0.808  -0.751  0.092  -0.69
O  0.925  0.646  -0.401  -0.34
I  -5.724  -0.107  0.041  0.00
H  -2.445  0.197  -0.184  0.42
H  -2.929  1.925  -0.852  0.40
H  2.561  -0.095  -0.019  0.36
H  1.213  -1.077  0.507  0.38

The calculation puts the LUMO energy (alpha / beta) at -0.70 / -3.63 eV. As for the charge: 0. For the HOMO-LUMO gap (alpha / beta), the calculation gives 8.7738 / 4.7468 eV. The HOMO energy (alpha / beta) comes out at -9.4689 / -8.3800 eV.

=====

Which one is most stable, and which one is least stable? A is the most stable of them, while B is the least stable.

=====

A:
This record from the OMol25 dataset describes the molecule C2H2ClNO. The level of theory is the ωB97M-V functional and the def2-TZVPD basis.

Each line ends with the natural charge from an NBO analysis.
CARTESIAN COORDINATES (ANGSTROEM)
H  0.628  1.951  -0.192  0.35
N  -0.150  1.300  0.026  -0.50
C  0.405  0.204  0.085  0.12
Cl  2.119  -0.133  0.053  -0.01
C  -0.664  -0.869  0.067  0.33
O  -1.792  -0.403  -0.020  -0.45
H  -0.545  -2.050  -0.020  0.16

The calculation puts the LUMO energy at -0.45 eV. As for the SMILES: [H]/N=C(\Cl)C=O. As for the charge: 0. For the HOMO-LUMO gap, the calculation gives 10.0085 eV. The HOMO energy comes out at -10.4564 eV.

=====

B:
This record from the OMol25 dataset describes the molecule C2H2ClNO. The level of theory is the ωB97M-V functional and the def2-TZVPD basis.

Each line ends with the natural charge from an NBO analysis.
CARTESIAN COORDINATES (ANGSTROEM)
N  -1.886  -0.495  -1.116  -0.23
C  -0.973  -0.337  -0.428  0.21
C  0.100  -0.229  0.466  -0.02
O  1.073  0.887  -0.366  -0.75
Cl  -0.274  0.417  2.040  0.07
H  0.761  -0.980  0.686  0.24
H  1.200  0.737  -1.283  0.48

The calculation puts the LUMO energy at 0.21 eV. As for the SMILES: N#C[C@@H](O)Cl. As for the charge: 0. For the HOMO-LUMO gap, the calculation gives 11.8301 eV. The HOMO energy comes out at -11.6226 eV.

=====

Which one is most stable, and which one is least stable? A is the most stable of them, while B is the least stable.